This record from OMol25 describes 6 unconnected molecules or ions with the total composition C36H70F2N4O13S5 in a non-equilibrium geometry. The level of theory is ωB97M-V/def2-TZVPD.

- Frontier orbital gap: 0.3158 Eh
- Total charge: 0
- Molar mass: 965.30 g/mol
- LUMO energy: 0.38 eV

Each line ends with the Mulliken charge.
CARTESIAN COORDINATES (ANGSTROEM)
S: -0.550 -2.374 9.047  1.237
S: -2.100 -4.117 -0.496  1.001
S: -0.395 -0.717 3.956  1.223
S: -1.472 1.752 -7.856  1.370
S: 0.360 4.597 2.532  1.215
F: 2.894 -2.806 -2.443  -0.480
F: 1.917 -2.762 -0.031  -0.498
O: 1.758 4.257 2.581  -0.763
O: -0.892 -2.028 4.302  -0.844
O: -1.207 0.362 -7.592  -0.683
O: -0.400 -0.251 2.589  -0.528
O: -1.190 2.770 -6.879  -0.675
O: 4.157 -0.551 -2.898  -0.505
O: -1.472 -3.794 -1.753  -0.574
O: -3.535 -4.179 -0.371  -0.728
O: -0.901 -0.987 8.854  -0.702
O: 4.956 -0.993 -0.804  -0.599
O: -0.612 3.673 2.007  -0.616
O: 0.560 -2.966 8.348  -0.726
O: 3.030 -1.460 -4.778  -0.410
N: -2.056 0.174 -0.032  -0.361
N: 1.883 0.555 -1.344  -0.227
N: -2.391 1.431 -2.088  -0.198
N: -1.247 2.407 -0.324  -0.598
C: -0.118 -1.187 -3.756  0.063
C: 3.873 -0.781 -5.706  -0.625
C: -1.389 -5.622 0.189  -0.843
C: 1.995 -1.367 0.046  2.167
C: 0.145 6.163 1.699  -0.782
C: -2.333 -4.003 10.176  -0.653
C: -2.024 -3.374 8.811  -0.661
C: -1.448 -0.688 -3.138  0.128
C: -3.101 2.902 -9.557  -0.581
C: 1.984 1.644 -6.441  -1.484
C: 2.789 -1.034 1.291  -1.277
C: -0.883 6.903 2.549  -0.565
C: 2.502 -0.788 -1.281  0.694
C: -0.559 -5.172 1.403  -0.678
C: -1.850 1.392 -0.781  0.444
C: -0.724 2.231 -9.421  -0.710
C: -0.187 5.155 4.153  -0.602
C: 3.142 -0.515 -7.015  -1.171
C: -3.172 1.927 -8.386  -0.853
C: 1.131 0.576 5.718  -0.913
C: -1.448 -3.004 0.734  0.771
C: 2.898 -0.824 -3.576  0.013
C: -0.311 0.551 6.243  0.124
C: 4.019 -0.783 -1.553  0.119
C: 0.691 -2.011 -2.735  -0.275
C: -1.791 -3.053 11.253  -0.539
C: 2.139 -1.624 -2.520  0.901
C: -1.529 0.849 -3.118  -1.003
C: 1.248 -0.527 4.658  -0.154
C: -1.888 2.468 -10.392  -0.678
C: 3.261 0.411 1.443  -1.372
C: -0.480 6.654 4.010  -0.703
C: 1.790 0.167 -6.817  0.926
C: -1.203 0.480 5.007  -0.867
C: -1.187 -3.879 1.946  -0.427
C: -0.384 -2.672 10.804  -0.784
H: -0.544 -3.378 2.657  0.070
H: 2.056 2.260 -7.334  0.359
H: -0.781 -6.101 -0.574  0.425
H: -3.771 2.283 -7.551  0.410
H: -0.176 5.979 0.676  0.402
H: -1.082 4.590 4.408  0.318
H: 4.144 0.414 2.076  0.349
H: 1.299 -0.320 -5.984  -0.533
H: -1.562 -1.074 -2.134  -0.270
H: 1.343 1.547 5.265  0.230
H: 0.004 -1.778 11.284  0.398
H: 1.137 0.059 -7.668  0.472
H: -0.514 -5.952 2.162  0.496
H: -2.820 -2.710 8.480  0.352
H: -1.781 -3.519 12.237  0.357
H: -2.952 3.918 -9.186  0.284
H: -0.063 1.433 -9.750  0.314
H: 0.464 -4.966 1.082  0.142
H: -2.217 0.145 5.217  0.533
H: -1.258 6.968 4.703  0.334
H: 2.524 1.045 1.923  0.315
H: 3.079 -1.409 -7.628  0.419
H: -1.625 3.215 -11.140  0.339
H: 4.709 -1.440 -5.918  0.388
H: -3.321 1.039 -2.108  0.354
H: -1.832 -4.970 10.258  0.308
H: 0.313 -3.500 10.929  0.348
H: -2.293 -1.083 -3.692  0.429
H: 4.241 0.159 -5.311  0.348
H: 0.650 -3.064 -2.967  1.025
H: 2.920 1.773 -5.904  0.511
H: -1.928 0.349 0.957  0.207
H: 3.613 -1.728 1.398  0.451
H: -1.879 6.495 2.364  0.282
H: -0.151 3.138 -9.244  0.435
H: 3.786 0.177 -7.564  0.358
H: 2.122 -1.237 2.127  0.288
H: 0.415 -0.321 -4.126  -0.286
H: -2.122 1.543 -10.921  0.307
H: 0.974 -1.013 0.163  -0.651
H: 1.109 6.671 1.706  0.355
H: -2.417 -2.161 11.310  0.280
H: -0.878 2.233 0.610  0.238
H: -2.129 -4.108 2.450  0.408
H: 0.599 4.948 4.875  0.366
H: -0.905 7.965 2.310  0.368
H: -0.517 -2.594 0.340  -1.230
H: 0.193 -1.914 -1.777  -0.923
H: -1.225 1.428 4.470  0.151
H: -0.459 -0.327 6.865  -0.290
H: -2.163 -2.204 0.912  0.691
H: 1.527 -1.483 5.098  0.450
H: -3.518 0.945 -8.705  0.365
H: -1.819 -4.117 8.045  0.402
H: 3.555 0.881 0.516  0.381
H: -3.401 -4.178 10.292  0.323
H: -0.543 1.276 -2.955  0.310
H: 1.853 0.424 6.518  0.481
H: 2.537 1.211 -1.754  0.475
H: -0.538 1.428 6.847  0.498
H: 2.492 0.172 -3.761  0.652
H: -1.871 1.170 -4.097  0.132
H: -1.337 -0.488 -0.297  -0.150
H: -0.379 -1.831 -4.586  0.465
H: 1.100 0.524 -1.987  -0.396
H: -2.213 -6.275 0.469  0.383
H: 1.939 -0.268 3.861  -0.137
H: 1.197 2.032 -5.805  0.189
H: 0.418 7.229 4.244  0.306
H: -4.020 2.889 -10.140  0.360